[1]
Formula: C7H9N3O4S
Source: the Open Molecules 2025 dataset
Level of theory: wB97M-V/def2-TZVPD

Output
E_HOMO: -10.45 eV
energy relative to the best compared isomer or geometry (same formula, charge and spin): 59.6 kJ/mol
energy: -1135.4237 Ha
HOMO-LUMO gap: 10.682 eV
net charge: 0

```
24
Properties=species:S:1:pos:R:3:nbo_charge:R:1
O -1.81140 1.86423 -1.07028 -0.906
O -1.49126 -0.20207 0.18800 -0.908
C 1.15273 -3.76165 -0.46636 -0.187
C 1.68376 -2.86428 0.17734 -0.051
N -0.75395 2.12260 1.21303 -0.762
N 1.12368 0.77898 1.50952 -0.565
O 0.64643 2.53774 2.98945 -0.471
O 1.99476 -0.59923 -0.10513 -0.475
C 0.31788 1.82300 1.84818 0.720
C 1.20042 0.44782 0.29577 0.766
N 0.57069 1.10095 -0.66973 -0.686
C -0.31314 3.54066 3.36336 -0.261
C 2.19257 -1.65066 0.81429 -0.144
C 0.74268 0.73994 -2.07238 -0.428
S -0.94595 1.14843 -0.13479 2.353
H 0.69053 -4.50860 -1.05553 0.239
H -0.43769 4.24257 2.55468 0.198
H 0.08543 4.08911 4.24289 0.202
H -1.27986 3.08084 3.62141 0.199
H 3.23754 -1.71804 1.03665 0.217
H 1.65439 -1.49606 1.74270 0.243
H 0.16546 1.38247 -2.71140 0.247
H 1.82134 0.91808 -2.32606 0.228
H 0.45322 -0.31658 -2.28537 0.228
```


[2]
Formula: C7H9N3S
Source: the Open Molecules 2025 dataset
Level of theory: wB97M-V/def2-TZVPD

Output
E_HOMO: -8.72 eV
energy relative to the best compared isomer or geometry (same formula, charge and spin): 299.3 kJ/mol
energy: -834.5042 Ha
HOMO-LUMO gap: 9.050 eV
net charge: 0

```
20
Properties=species:S:1:pos:R:3:nbo_charge:R:1
C -0.34929 -1.48888 3.23771 -0.080
C -0.28121 -0.52431 2.23839 -0.104
C -0.32384 -2.65133 1.51388 0.190
C 0.38360 1.05849 -1.47248 0.121
C 1.70212 1.71782 -1.41605 -0.484
C -0.15149 -0.90173 -0.22900 0.334
C -0.85090 1.74227 -2.01940 -0.594
N -0.42522 -2.78652 2.78045 -0.426
N 0.11055 0.30237 -0.42970 -0.459
N -0.38388 -1.31914 1.08315 -0.388
S 1.63539 0.69519 -2.90177 -0.042
H -0.55208 -1.43272 4.28133 0.213
H -0.45758 0.53062 2.07035 0.249
H -0.57408 -3.46603 0.84965 0.197
H 1.61698 2.86024 -1.70208 0.217
H 2.32745 1.43505 -0.66579 0.223
H -0.13447 -1.66890 -0.97142 0.183
H -1.62209 1.08726 -2.06634 0.213
H -0.56062 2.19950 -2.94500 0.235
H -1.10933 2.61074 -1.23586 0.204
```


[3]
Formula: C7H9NO
Source: the Open Molecules 2025 dataset
Level of theory: wB97M-V/def2-TZVPD

Output
E_HOMO: -9.53 eV
energy relative to the best compared isomer or geometry (same formula, charge and spin): 511.8 kJ/mol
energy: -401.9461 Ha
HOMO-LUMO gap: 10.214 eV
net charge: 0

```
18
Properties=species:S:1:pos:R:3:nbo_charge:R:1
C 2.52818 0.37121 -0.75816 -0.192
C 1.26901 -0.56565 0.91121 -0.079
C -0.20529 -0.43234 0.45599 0.160
C -0.75557 0.88627 0.47784 -0.250
C -2.01166 1.03643 0.00116 -0.185
C -2.78009 -0.03805 -0.31629 -0.283
C -2.15686 -1.34705 -0.34028 0.040
H 1.84754 0.81946 -1.18534 0.141
H 3.23898 0.27994 -1.56893 0.185
H 3.16753 0.97774 0.08758 0.113
H 1.35252 -1.73305 1.49413 0.198
H 1.79535 0.15497 1.37685 0.182
H 0.08119 1.81084 0.73421 0.233
H -2.40521 2.27725 0.18429 0.225
H -3.85655 0.01757 -0.72654 0.239
H -2.46739 -2.24912 -0.64478 0.200
N -0.76828 -1.51244 0.04023 -0.398
O 2.12660 -0.75398 -0.22317 -0.529
```


[4]
Formula: C7H9NO
Source: the Open Molecules 2025 dataset
Level of theory: wB97M-V/def2-TZVPD

Output
E_HOMO: -10.32 eV
energy relative to the best compared isomer or geometry (same formula, charge and spin): 535.3 kJ/mol
energy: -401.9371 Ha
HOMO-LUMO gap: 11.032 eV
net charge: 0

```
18
Properties=species:S:1:pos:R:3:nbo_charge:R:1
C -1.56840 1.13094 0.57095 0.269
C -0.11615 1.25961 0.16959 -0.350
C 0.28764 0.82161 -1.29469 -0.403
C 0.17528 -0.81412 -1.72295 -0.374
C 0.95891 -1.74031 -0.71531 -0.440
C 0.49823 -1.16147 0.43615 0.010
C 0.90789 0.17047 0.62357 0.070
H 0.10081 2.26271 0.43142 0.257
H -0.50216 1.27237 -1.99753 0.225
H 1.27192 1.29206 -1.61533 0.224
H 0.64593 -0.81885 -2.76481 0.229
H -0.90366 -0.81859 -1.70743 0.222
H 2.08388 -1.48838 -0.81408 0.216
H 0.90169 -2.89512 -1.07762 0.234
H -0.62806 -1.26094 0.72098 0.196
H 1.86421 0.43214 0.23168 0.192
N -2.72594 1.38164 0.88464 -0.307
O 0.92333 -0.70615 1.74955 -0.467
```


[5]
Formula: C7H9NO
Source: the Open Molecules 2025 dataset
Level of theory: wB97M-V/def2-TZVPD

Output
E_HOMO (spin up / spin down): -7.53 / -7.53 eV
energy relative to the best compared isomer or geometry (same formula, charge and spin): 558.0 kJ/mol
energy: -401.9285 Ha
HOMO-LUMO gap (spin up / spin down): 7.849 / 7.848 eV
net charge: 0

```
18
Properties=species:S:1:pos:R:3:nbo_charge:R:1
C -1.27746 0.02339 0.21793 0.303
C 1.06979 0.25531 1.02887 0.335
C 0.09561 -0.55315 0.31695 -0.118
C 1.51955 0.52018 -0.58501 -0.237
C -2.14377 -0.33028 -0.72645 -0.510
C 0.27984 -1.90969 0.12405 -0.463
C 1.00654 1.48285 -1.34356 -0.372
O -1.52866 0.95642 1.18533 -0.680
N 1.96068 0.24012 1.88826 -0.575
H -2.41118 1.32668 1.05884 0.487
H 1.65743 -0.03757 2.82043 0.357
H 2.54668 0.18731 -0.69805 0.221
H -1.86801 -1.05441 -1.47392 0.224
H -3.13114 0.10570 -0.78097 0.198
H 1.23438 -2.36666 0.33525 0.203
H -0.57531 -2.56114 0.05084 0.218
H -0.03624 1.74778 -1.31354 0.201
H 1.60129 1.96715 -2.10525 0.207
```


[6]
Formula: C7H9NO
Source: the Open Molecules 2025 dataset
Level of theory: wB97M-V/def2-TZVPD

Output
E_HOMO: -9.15 eV
energy relative to the best compared isomer or geometry (same formula, charge and spin): 720.4 kJ/mol
energy: -401.8666 Ha
HOMO-LUMO gap: 9.794 eV
net charge: 0

```
18
Properties=species:S:1:pos:R:3:nbo_charge:R:1
C -0.79566 -0.02566 2.01108 0.681
C 0.50971 0.56782 0.47513 -0.040
C 1.22156 1.02676 -0.77829 -0.388
C 0.10117 0.23399 -1.73496 -0.403
C -0.68727 -0.94147 -0.80839 -0.210
C 0.41232 -1.06167 0.16096 -0.269
C -0.88417 -1.00450 0.83370 -0.340
H 0.46380 1.65844 2.07573 0.384
H -0.48741 0.82457 0.12384 0.172
H 1.15650 2.05222 -0.80643 0.210
H 2.10217 0.52066 -1.12177 0.215
H -0.60277 1.00875 -2.24655 0.203
H 0.40245 -0.37787 -2.59559 0.223
H -1.65434 -1.70000 -1.21675 0.272
H 1.19385 -1.74383 0.14898 0.223
H -1.26795 -2.13277 0.81453 0.234
N 0.48988 0.67165 1.92538 -0.631
O -1.67385 0.42291 2.73941 -0.535
```


[7]
Formula: C7H9NO
Source: the Open Molecules 2025 dataset
Level of theory: wB97M-V/def2-TZVPD

Output
E_HOMO: -8.43 eV
energy relative to the best compared isomer or geometry (same formula, charge and spin): 559.6 kJ/mol
energy: -401.9279 Ha
HOMO-LUMO gap: 9.067 eV
net charge: 0

```
18
Properties=species:S:1:pos:R:3:nbo_charge:R:1
C 0.12819 0.00167 0.53519 -0.019
C 0.49008 1.48094 0.62658 -0.048
C -1.01741 1.06438 -1.30749 -0.090
C 0.32269 -1.47969 -1.31130 -0.244
C 1.15153 -1.96753 -0.12823 -0.230
C 1.07880 -1.18630 0.89953 -0.205
C -0.19481 -0.16683 -0.89501 0.024
H -1.92092 0.36336 0.98483 0.379
H -1.12241 -1.14043 2.05125 0.397
H 1.47369 1.64014 0.04429 0.162
H 0.68077 2.04427 1.55758 0.231
H -2.10092 0.67915 -1.15831 0.177
H 0.40531 -1.70431 -2.49040 0.239
H 1.97473 -2.78232 0.04730 0.230
H 1.64633 -1.10848 1.81433 0.223
H -1.03567 1.43218 -2.33414 0.208
N -1.01223 -0.11182 1.57435 -0.873
O -0.58371 1.85992 -0.25660 -0.563
```


[8]
Formula: C7H9NO
Source: the Open Molecules 2025 dataset
Level of theory: wB97M-V/def2-TZVPD

Output
E_HOMO: -7.63 eV
energy relative to the best compared isomer or geometry (same formula, charge and spin): 512.1 kJ/mol
energy: -401.9460 Ha
HOMO-LUMO gap: 8.230 eV
net charge: 0

```
18
Properties=species:S:1:pos:R:3:nbo_charge:R:1
C -2.66274 0.04253 -0.05676 0.682
C 3.14135 0.00821 -0.49604 -0.362
C 0.40694 1.35242 0.84957 -0.465
C 1.98724 -0.47999 0.06308 -0.296
C 0.88482 0.29481 0.27961 0.023
C -1.62808 -0.96413 0.57877 -0.544
C -0.86997 -0.63565 -0.67605 0.029
N -1.81895 0.23365 -1.05907 -0.613
O -3.73656 0.56685 0.16759 -0.583
H 4.00552 -0.57122 -0.66502 0.191
H 3.34319 1.07102 -0.67911 0.194
H -0.60464 1.75380 0.96495 0.212
H 1.01353 1.77999 1.55405 0.190
H 1.93812 -1.51609 0.24306 0.216
H -1.11122 -0.52466 1.42696 0.251
H -1.90029 -2.00321 0.85275 0.241
H -0.32690 -1.22619 -1.38852 0.210
H -2.06136 0.81787 -1.95981 0.424
```